1.
C4H2NO5 | the ωB97M-V functional and the def2-TZVPD basis

Output
* E_LUMO: 0.075 Eh
* relative energy (zero: lowest compared OMol25 entry of this formula, charge and spin): 0.0 kcal per mole
* HOMO-LUMO gap: 0.189 hartree
* total charge: -1
* E_HOMO: -3.09 eV

Last column: Löwdin charge in e.
Positions of all 12 atoms, in Å:
1 N 1.330 -2.297 -0.533  -0.4111
2 O 2.084 -1.612 -1.230  -0.2000
3 O 0.521 -3.150 -0.990  -0.2385
4 C -0.648 -0.227 0.155  0.0300
5 C -0.937 0.860 -0.588  0.0508
6 C -0.269 2.057 -0.019  -0.3996
7 O -0.127 3.198 -0.390  0.1185
8 O 0.297 1.590 1.207  0.0661
9 C 0.041 0.186 1.377  -0.3952
10 O 0.300 -0.348 2.423  0.1485
11 H -1.028 -1.228 0.054  0.1101
12 H -1.564 0.971 -1.466  0.1204

Atoms 1-2, force components in eV/Å:
-0.6 0.0 2.1
-0.5 -0.7 -1.2

2.
C2HO4P | the ωB97M-V functional and the def2-TZVPD basis

Output
* E_LUMO: -0.028 Eh
* relative energy (zero: lowest compared OMol25 entry of this formula, charge and spin): 7.4 kcal per mole
* HOMO-LUMO gap: 0.294 hartree
* SMILES string: O=CP=O.O=C=O
* E_HOMO: -8.75 eV

Last column: Löwdin charge in e.
Positions of all 8 atoms, in Å:
1 C -1.740 -2.322 2.809  -0.4845
2 C -0.640 0.600 -1.084  -0.3590
3 O -2.572 -2.933 3.292  0.2323
4 O -1.255 1.127 -1.972  -0.0923
5 O -0.977 -1.647 2.351  0.2003
6 O -2.078 -1.977 -1.009  -0.4856
7 P -2.205 -0.700 -0.363  0.9109
8 H 0.484 0.720 -0.975  0.0779

Atoms 1-2, force components in eV/Å:
-2.6 -1.5 1.5
-0.7 -1.6 0.3

3.
C5H24N3O5 | the ωB97M-V functional and the def2-TZVPD basis

Output
* E_LUMO: -0.094 Eh
* relative energy (zero: lowest compared OMol25 entry of this formula, charge and spin): 63.2 kcal per mole
* HOMO-LUMO gap: 0.327 hartree
* total charge: +1
* E_HOMO: -11.45 eV

Last column: Löwdin charge in e.
Positions of all 37 atoms, in Å:
1 C 0.252 0.526 2.421  -0.2555
2 C -0.922 1.379 1.726  -0.1667
3 C -2.217 0.525 1.434  -0.1748
4 C -1.965 -0.516 0.394  -0.2157
5 N -1.800 0.002 -0.942  0.0747
6 C -0.998 -0.563 -1.873  -0.1132
7 N -0.666 -1.811 -1.665  0.1998
8 N -0.144 0.362 3.812  -0.0008
9 H 0.299 -0.467 1.955  0.0843
10 H 1.051 1.262 2.346  0.1160
11 H -1.258 2.106 2.463  0.1067
12 H -0.555 1.777 0.784  0.0686
13 H -2.902 1.302 1.076  0.1195
14 H -2.498 0.138 2.415  0.1161
15 H -1.259 -1.294 0.740  0.1101
16 H -2.883 -1.162 0.286  0.1475
17 H -1.915 0.988 -1.140  0.1311
18 H -0.786 0.045 -2.771  0.1397
19 H -0.016 -2.267 -2.291  0.1287
20 H -0.759 -2.272 -0.774  0.1043
21 H -0.629 -0.495 4.001  0.0656
22 H 0.509 0.663 4.513  0.0713
23 H 1.032 -0.451 -4.536  0.0719
24 H 1.403 0.245 -3.152  0.0088
25 O 0.707 -0.261 -3.650  -0.1048
26 H 2.614 0.927 -1.693  0.0518
27 H 2.723 1.873 -2.897  0.0893
28 O 2.082 1.456 -2.312  -0.0302
29 H 1.743 -0.275 0.547  0.0077
30 H 2.788 -1.199 0.135  0.0409
31 O 2.609 -0.254 0.113  -0.0349
32 H 1.092 -4.375 1.358  0.0359
33 H 2.419 -3.972 0.634  0.0370
34 O 1.592 -3.652 0.989  -0.0507
35 H -0.669 3.903 -1.289  0.0698
36 H 0.417 2.853 -1.724  0.0062
37 O -0.489 2.954 -1.434  -0.0559

Atoms 1-2, force components in eV/Å:
-2.9 1.8 0.3
0.0 -2.3 0.1

Q: Which of these has the lowest HOMO-LUMO gap?
A: C4H2NO5

Q: Which of these has the lowest HOMO-LUMO gap?
A: C4H2NO5

Q: E_LUMO of number 2 (C2HO4P)?
A: -0.028 Eh

Q: HOMO-LUMO gap of number 3 (C5H24N3O5)?
A: 0.327 hartree